DFT (ωB97M-V/def2-TZVPD) results for a structure of composition C32H46As2F6GeI2N3O8PS2V.

Atoms and positions in Å:
V  0.40191  -0.24766  -0.88564
I  7.02386  -3.64208  -0.84267
C  5.41389  -2.26534  -0.72165
C  5.54562  -1.02472  -1.31415
C  4.49475  -0.15465  -1.19237
I  4.58827  1.74771  -2.08224
C  3.29459  -0.41642  -0.49953
O  2.37824  0.45565  -0.43282
C  3.22419  -1.71921  0.08729
C  2.00763  -2.06127  0.89259
N  0.78254  -2.05552  0.10143
C  0.81496  -3.04738  -0.96214
C  1.55651  -2.45641  -2.12281
C  2.36413  -3.19354  -2.95375
C  2.99802  -2.58598  -4.04471
C  2.73360  -1.23217  -4.24673
C  1.91571  -0.55684  -3.37682
N  1.32810  -1.12370  -2.29062
C  4.26977  -2.60728  -0.02129
H  6.43364  -0.75049  -1.86327
H  2.14347  -3.03811  1.38324
H  1.89731  -1.30314  1.67278
H  0.01134  -2.26402  0.73345
H  1.25620  -4.00627  -0.64172
H  -0.21623  -3.21871  -1.29516
H  2.50557  -4.24568  -2.75194
H  3.65044  -3.14249  -4.69696
H  3.17540  -0.70865  -5.08308
H  1.69726  0.49963  -3.51322
H  4.19617  -3.57715  0.44864
C  1.12401  3.17657  -2.87045
As  -0.07727  1.85494  -1.91213
C  -1.26340  1.69764  -3.48101
C  -0.91930  3.33528  -0.94384
C  -1.92871  4.09530  -1.52617
C  -2.49728  5.16914  -0.86241
C  -2.04129  5.50725  0.39796
C  -1.02063  4.76992  0.97349
C  -0.44373  3.68723  0.32543
As  0.97654  2.56827  1.14064
C  2.45587  3.89469  0.80849
C  0.81748  3.13884  3.02778
H  0.50907  4.01114  -3.22501
H  1.65587  2.73142  -3.71485
H  1.85802  3.55412  -2.16040
H  -2.21153  1.27906  -3.15660
H  -1.41643  2.64440  -4.00420
H  -0.79689  0.98785  -4.16921
H  -2.30647  3.84041  -2.50924
H  -3.30094  5.73198  -1.32246
H  -2.48726  6.33574  0.93476
H  -0.67187  5.05345  1.95750
H  2.12578  4.92780  0.93626
H  2.86708  3.76600  -0.19033
H  3.24954  3.68018  1.52802
H  0.89265  4.21654  3.17369
H  1.62932  2.65840  3.57345
H  -0.10890  2.77475  3.45678
C  -4.12116  -0.82098  -2.45264
O  -3.19483  -0.32607  -1.52176
P  -1.76605  -1.02635  -1.02653
O  -1.93880  -2.52897  -2.50258
C  -1.38331  -2.16749  -3.69474
O  -2.23800  -2.10478  0.12172
C  -2.60966  -3.46447  0.01767
H  -3.84143  -1.82601  -2.76915
H  -4.17328  -0.16214  -3.32968
H  -5.10629  -0.85390  -1.97569
H  -0.78504  -1.23941  -3.58728
H  -0.71054  -2.95962  -4.06574
H  -2.15182  -1.98256  -4.47127
H  -2.50475  -3.81846  -1.00591
H  -3.65601  -3.56460  0.32963
H  -1.98079  -4.05025  0.69829
C  -4.27204  2.24944  -0.02967
Ge  -3.12301  0.94201  0.99838
C  -2.72814  1.87868  2.72711
C  -4.41915  -0.48685  1.57779
C  -1.49371  0.33685  0.14402
H  -4.05156  3.26822  0.27308
H  -4.09958  2.16623  -1.09683
H  -5.32428  2.05434  0.16407
H  -3.62162  1.98231  3.33901
H  -2.33070  2.87159  2.54792
H  -1.99482  1.31329  3.29519
H  -5.26025  -0.04517  2.10834
H  -3.90991  -1.17754  2.24217
H  -4.79743  -1.04523  0.72934
H  -0.79633  0.03800  0.94259
F  3.31746  -0.97576  3.96865
C  2.31781  -0.64884  4.78004
F  2.60131  0.58893  5.23020
F  2.34774  -1.44118  5.85466
S  0.63294  -0.42595  3.92562
O  1.01552  0.22248  2.71007
O  -0.08065  0.34257  4.89470
N  -0.09544  -1.79154  3.66858
S  0.59448  -3.17992  3.65250
O  0.08438  -4.07778  2.66369
O  2.00932  -3.15702  3.87386
C  -0.09347  -3.87798  5.27162
F  0.46298  -5.05105  5.61570
F  -1.41029  -4.08623  5.20497
F  0.12403  -3.03726  6.28827

Summary:
Energy above the lowest of the compared OMol25 structures with the same formula, charge and spin: 0.00 kcal per mole
Total energy: -11837.92787 hartree
M: 1337.03 g mol⁻¹
Gap between HOMO and LUMO (alpha / beta): 4.588 / 4.023 eV
Charge: -2
Spin multiplicity: 2

=====

DFT (ωB97M-V/def2-TZVPD) results for a structure of composition C32H46AuN8O2SbSi.

Atoms and positions in Å:
Au  -0.26501  0.20782  -1.43407
C  3.93646  -2.50181  1.92717
N  2.93271  -2.14336  0.94571
C  2.34172  -0.96341  0.74353
N  1.41448  -1.07526  -0.18426
C  1.48190  -2.38740  -0.53503
N  2.38660  -3.07194  0.12708
C  3.36983  -3.06128  3.20592
C  3.88917  -4.23507  3.73405
C  3.43372  -4.72667  4.95103
C  2.44875  -4.05081  5.64705
C  1.91207  -2.88239  5.11102
C  2.37001  -2.39162  3.89752
C  0.87985  -2.16618  5.86465
N  0.65601  -2.18801  7.12664
N  -0.43500  -1.33192  7.34187
C  -0.74677  -0.86028  6.19181
O  0.03589  -1.34137  5.18894
C  -1.82133  0.07490  5.85065
C  -2.28662  0.95993  6.82087
C  -3.31645  1.82924  6.51200
C  -3.88636  1.81363  5.24485
C  -3.43445  0.92481  4.28005
C  -4.08352  0.87357  2.92386
N  -3.18163  1.22550  1.84180
C  -2.43053  0.41975  1.09212
N  -1.70196  1.13011  0.25439
C  -2.04784  2.40568  0.55709
N  -2.93748  2.51438  1.51560
C  -2.39388  0.05839  4.58818
H  4.51806  -1.59785  2.12384
H  4.60140  -3.22606  1.45895
H  2.61821  -0.06829  1.27623
H  0.84260  -2.79705  -1.30051
H  4.65686  -4.77131  3.19076
H  3.84616  -5.64217  5.35194
H  2.08236  -4.41731  6.59525
H  1.94306  -1.47917  3.49897
H  -1.83306  0.95687  7.80174
H  -3.67720  2.52387  7.25782
H  -4.69106  2.49706  5.00595
H  -4.93009  1.55632  2.87062
H  -4.45069  -0.13099  2.70361
H  -2.46419  -0.65356  1.15729
H  -1.63758  3.26118  0.04847
H  -2.03089  -0.64542  3.84859
C  -2.80749  -2.24407  -4.36001
Si  -2.11420  -2.42762  -2.62796
C  -1.86362  -4.26018  -2.31670
C  -3.44975  -1.85248  -1.43029
O  -0.72882  -1.62048  -2.44689
H  -3.66924  -2.89789  -4.50914
H  -2.05374  -2.50109  -5.10634
H  -3.12701  -1.21870  -4.55582
H  -2.77909  -4.83000  -2.48485
H  -1.53627  -4.44465  -1.29107
H  -1.09560  -4.65598  -2.98493
H  -4.40799  -2.33934  -1.62138
H  -3.59319  -0.77187  -1.51289
H  -3.16706  -2.08191  -0.40089
C  -0.39363  4.92765  -3.66844
C  0.95665  4.28244  -3.38283
C  1.69135  5.01370  -2.26919
Sb  0.75727  2.18570  -2.96372
C  -0.01848  1.55816  -4.87343
C  -1.54346  1.52264  -4.81476
C  0.51151  0.17434  -5.23205
C  2.80342  1.57849  -3.23125
C  3.50014  2.28317  -4.38668
C  3.60892  1.67727  -1.94167
H  -0.27346  5.99598  -3.87103
H  -1.07262  4.83734  -2.81636
H  -0.88657  4.48644  -4.53262
H  1.55986  4.29670  -4.29361
H  1.14866  4.94459  -1.32301
H  1.79569  6.07678  -2.50456
H  2.69319  4.61643  -2.10147
H  0.31899  2.29571  -5.60958
H  -1.86692  0.79536  -4.06674
H  -1.95882  1.21191  -5.77744
H  -1.99294  2.48190  -4.55619
H  0.24918  -0.55551  -4.46069
H  1.59489  0.16121  -5.36711
H  0.06368  -0.16355  -6.17106
H  2.68037  0.51903  -3.47042
H  3.66179  3.34036  -4.16466
H  2.92869  2.22427  -5.31625
H  4.48446  1.84616  -4.57731
H  3.80708  2.71565  -1.66564
H  4.58008  1.18690  -2.05522
H  3.08982  1.20400  -1.10745

Summary:
Energy above the lowest of the compared OMol25 structures with the same formula, charge and spin: 21.37 kcal per mole
Total energy: -2500.96768 hartree
M: 921.59 g mol⁻¹
Gap between HOMO and LUMO: 7.472 eV

=====

DFT (ωB97M-V/def2-TZVPD) results for a structure of composition C32H46BBrN7O2S5SiV.

Atoms and positions in Å:
V  -1.06505  0.64756  -0.92900
B  -1.06505  3.29496  1.71850
N  -2.34055  2.68316  1.10670
C  -3.60085  3.01706  1.44060
C  -4.46355  2.25836  0.68190
C  -3.65085  1.47006  -0.10650
N  -2.36175  1.74686  0.17030
N  0.21045  2.68316  1.10670
C  1.47075  3.01706  1.44060
C  2.33345  2.25846  0.68190
C  1.52075  1.47006  -0.10650
N  0.23165  1.74686  0.17030
H  -1.06505  4.47096  1.52200
H  -1.06505  3.09826  2.89450
H  -3.87535  3.75766  2.18130
H  -5.54495  2.27656  0.70000
H  -3.97705  0.74096  -0.83570
H  1.74525  3.75776  2.18130
H  3.41485  2.27656  0.70000
H  1.84695  0.74096  -0.83570
O  -2.13535  1.87056  -1.99930
C  -3.03935  1.93606  -2.90330
C  -3.53195  3.16036  -3.39590
C  -4.52015  3.24526  -4.38400
C  -5.06045  2.08706  -4.92440
C  -4.60935  0.84906  -4.47330
C  -3.61435  0.76976  -3.47830
C  -3.10835  -0.51424  -2.97230
N  -2.17625  -0.61644  -2.04020
C  -1.98165  -1.95604  -1.84560
C  -2.80105  -2.69434  -2.66500
N  -3.50945  -1.76234  -3.37340
H  -3.11845  4.07926  -2.98240
H  -4.85445  4.22106  -4.71840
H  -5.82565  2.14726  -5.68960
H  -5.03935  -0.04614  -4.90320
H  -1.25895  -2.30654  -1.12290
H  -2.93725  -3.75534  -2.80120
H  -4.20905  -1.94344  -4.07300
C  1.30055  -4.73764  3.23520
C  0.67675  -3.90714  2.09450
C  -0.80715  -3.62314  2.43730
C  0.68835  -4.75354  0.80130
Si  1.70625  -2.14884  1.81360
Br  0.41095  -0.82844  0.54700
C  2.02205  -1.15064  3.58540
C  0.74705  -1.18184  4.45840
C  2.35535  0.33916  3.32200
C  3.18155  -1.78704  4.37940
C  3.45745  -2.44034  0.77280
C  4.26755  -3.60944  1.37020
C  4.32785  -1.16374  0.80980
C  3.16345  -2.74614  -0.71720
H  0.79655  -5.70694  3.32910
H  1.20585  -4.23764  4.20270
H  2.36185  -4.93934  3.06660
H  -1.34995  -4.56094  2.60710
H  -1.32125  -3.10094  1.62360
H  -0.92225  -3.02344  3.34190
H  0.05185  -5.64004  0.91080
H  1.69015  -5.11894  0.56200
H  0.31215  -4.18784  -0.05810
H  -0.12515  -0.79784  3.91810
H  0.87365  -0.56174  5.35420
H  0.51815  -2.19104  4.81000
H  1.52915  0.86116  2.82800
H  3.24615  0.46786  2.70480
H  2.54475  0.86446  4.26610
H  3.01965  -2.85244  4.56460
H  3.29495  -1.30124  5.35590
H  4.13795  -1.68044  3.86090
H  4.47465  -3.46724  2.43440
H  5.23385  -3.71084  0.86190
H  3.74925  -4.56514  1.25630
H  4.69995  -0.95294  1.81550
H  3.77755  -0.28604  0.45380
H  5.21075  -1.27614  0.16880
H  2.54585  -3.63624  -0.84970
H  4.09665  -2.92274  -1.26590
H  2.65625  -1.91174  -1.21280
C  -0.81535  5.56586  -2.55000
S  0.90205  5.52346  -1.98890
C  1.57665  4.43576  -3.17670
C  1.32505  3.10606  -3.25830
S  0.32255  2.03516  -2.31660
S  2.16945  2.27046  -4.56980
C  3.03045  3.65016  -5.20110
S  4.07075  3.57886  -6.50860
S  2.68865  5.12986  -4.33500
H  -1.34095  6.36096  -2.01360
H  -1.33255  4.62656  -2.34570
H  -0.86885  5.78476  -3.62040
O  -3.64385  -1.93124  1.64980
C  -2.96495  -1.25234  0.97090
N  -2.24135  -0.52874  0.24730
H  -0.05325  -0.36424  -1.94080

Summary:
Energy above the lowest of the compared OMol25 structures with the same formula, charge and spin: 0.00 kcal per mole
Total energy: -7604.00722 hartree
M: 890.85 g mol⁻¹
Gap between HOMO and LUMO (alpha / beta): 5.835 / 5.309 eV
Charge: -1
Spin multiplicity: 2